Record 1
Computed, not measured: a structure of composition C28H32AsN4S3V, with the ωB97M-V functional and the def2-TZVPD basis.

Computed properties:
F_max (hartree/bohr): 0.011
LUMO energy (spin up / spin down) (eV): 2.52 / 2.53
HOMO-LUMO gap (spin up / spin down) (Eh): 0.27481 / 0.27536
Highest occupied orbital energy (spin up / spin down) (hartree): -0.182 / -0.183
Spin multiplicity: 2
⟨S²⟩: 0.791
Net charge: -1

Geometry as XYZ:
```
69
Properties=species:S:1:pos:R:3:forces:R:3
V -1.087 -0.890 -0.265 -0.28 -0.51 -0.05
S 0.065 0.988 0.493 0.27 0.35 0.06
C -1.248 1.919 -0.179 0.03 0.02 0.07
S -2.710 1.048 -0.436 0.25 0.01 0.08
C -1.075 3.258 -0.497 -0.15 -0.40 0.08
C 0.145 3.933 -0.252 0.35 0.14 0.05
N 1.123 4.506 -0.043 0.01 0.00 0.00
C -2.114 4.011 -1.093 -0.31 0.15 -0.17
N -2.963 4.629 -1.568 0.02 0.02 -0.02
C -1.658 -1.037 2.758 0.15 0.15 0.04
N -2.235 -1.721 1.594 -0.23 -0.09 -0.25
C -3.686 -1.516 1.613 -0.13 0.00 -0.03
C -1.928 -3.158 1.675 0.20 -0.06 0.05
C -0.469 -3.391 1.359 0.00 -0.01 -0.10
C 0.224 -4.465 1.906 -0.04 -0.03 0.03
C 1.537 -4.705 1.529 -0.01 0.01 0.01
C 2.139 -3.873 0.593 0.01 0.01 -0.02
C 1.436 -2.798 0.060 0.03 -0.08 0.08
C 0.125 -2.510 0.445 -0.19 0.39 0.04
H -2.082 -1.450 3.685 -0.02 -0.02 -0.04
H -1.883 0.026 2.699 0.01 -0.02 0.00
H -0.578 -1.175 2.765 -0.02 0.02 0.01
H -4.121 -1.893 2.550 0.03 -0.02 -0.02
H -4.143 -2.049 0.778 0.01 0.04 -0.02
H -3.904 -0.454 1.519 0.02 -0.03 0.03
H -2.554 -3.675 0.941 0.01 0.03 -0.01
H -2.202 -3.547 2.668 0.00 0.01 -0.03
H -0.262 -5.116 2.627 0.01 -0.01 0.00
H 2.086 -5.535 1.958 0.00 -0.01 0.00
H 3.160 -4.063 0.279 0.00 0.00 0.00
H 1.920 -2.178 -0.685 0.01 0.02 0.00
C -3.507 3.319 4.840 0.05 0.02 -0.07
As -2.794 2.810 3.067 -0.03 0.04 0.13
C -1.048 3.685 3.272 -0.04 -0.07 -0.05
C -3.699 4.217 2.038 0.00 -0.04 0.07
H -3.376 4.385 5.036 0.00 0.02 -0.02
H -2.994 2.750 5.615 0.01 0.00 0.00
H -4.569 3.076 4.884 -0.01 0.00 -0.01
H -1.169 4.706 3.637 -0.01 0.01 0.00
H -0.536 3.701 2.310 0.00 0.01 0.03
H -0.435 3.116 3.970 -0.01 0.00 0.01
H -3.206 5.180 2.180 -0.01 0.01 0.02
H -4.732 4.292 2.379 0.00 -0.02 -0.01
H -3.701 3.968 0.980 0.01 0.01 -0.01
N -0.906 -1.204 -1.853 -0.16 -0.20 0.05
S 1.796 1.215 -2.793 0.10 0.13 -0.04
C 1.518 -0.154 -3.871 -0.01 -0.05 0.06
C 0.387 -0.078 -4.686 0.04 0.04 -0.01
C 0.055 -1.132 -5.519 0.01 -0.02 -0.02
C 0.842 -2.278 -5.553 -0.04 0.00 -0.03
C 1.964 -2.351 -4.744 0.02 -0.01 0.01
C 2.306 -1.299 -3.905 0.00 0.00 0.00
C 3.352 0.785 -2.044 -0.11 0.03 -0.05
C 4.548 1.046 -2.706 0.00 0.00 -0.01
C 5.754 0.701 -2.117 0.02 0.00 -0.01
C 5.770 0.103 -0.863 0.00 0.00 0.01
C 4.578 -0.143 -0.198 0.00 0.00 0.01
C 3.368 0.200 -0.785 0.02 -0.01 0.02
H -0.811 -1.427 -2.837 0.07 0.04 0.09
H -0.241 0.803 -4.645 -0.01 0.01 0.00
H -0.830 -1.061 -6.139 -0.01 0.00 0.00
H 0.578 -3.104 -6.199 0.00 0.00 0.00
H 2.581 -3.241 -4.751 0.00 -0.01 0.00
H 3.175 -1.380 -3.267 0.00 -0.01 -0.01
H 4.521 1.516 -3.680 0.00 0.00 -0.01
H 6.683 0.904 -2.635 0.01 0.00 0.00
H 6.713 -0.163 -0.403 0.01 0.00 0.01
H 4.581 -0.603 0.782 0.01 0.00 0.01
H 2.431 0.021 -0.274 0.03 0.01 -0.02
```
Forces are in eV/Å.


Record 2
Computed, not measured: a structure of composition C28H32AuN2OPS2Si2, with the ωB97M-V functional and the def2-TZVPD basis.

Computed properties:
F_max (hartree/bohr): 0.008
LUMO energy (spin up / spin down) (eV): -0.11 / -2.28
HOMO-LUMO gap (spin up / spin down) (Eh): 0.19367 / 0.22979
Highest occupied orbital energy (spin up / spin down) (hartree): -0.198 / -0.314
Spin multiplicity: 3
⟨S²⟩: 2.014
Net charge: 0

Geometry as XYZ:
```
69
Properties=species:S:1:pos:R:3:forces:R:3
Au -0.242 -0.128 0.122 0.02 0.02 0.08
C 2.942 1.239 -0.777 -0.06 -0.11 0.12
Si 2.099 -0.130 0.236 0.25 0.02 -0.10
C 2.912 -1.770 -0.258 -0.08 0.12 0.10
C 2.563 0.218 2.052 -0.15 -0.06 -0.15
C 3.903 0.327 2.429 0.09 0.06 0.01
C 4.264 0.588 3.742 0.01 0.01 -0.01
C 3.278 0.737 4.710 0.01 -0.01 0.05
C 1.944 0.622 4.352 -0.04 0.04 0.04
C 1.566 0.367 3.032 -0.12 -0.05 -0.08
Si -0.261 0.211 2.546 0.00 -0.04 0.17
C -1.167 1.770 3.112 0.04 -0.11 -0.02
C -1.029 -1.253 3.478 0.09 0.09 -0.07
H 4.027 1.202 -0.637 -0.02 -0.01 0.00
H 2.598 2.226 -0.456 -0.01 -0.02 -0.03
H 2.731 1.137 -1.844 -0.01 0.00 0.02
H 3.995 -1.731 -0.100 -0.02 0.02 0.01
H 2.732 -2.000 -1.310 -0.02 0.03 0.02
H 2.518 -2.594 0.341 0.00 0.02 -0.02
H 4.685 0.212 1.683 -0.02 0.00 0.02
H 5.310 0.671 4.014 -0.02 0.00 0.00
H 3.553 0.934 5.740 -0.01 0.00 -0.01
H 1.181 0.737 5.119 0.03 0.00 -0.01
H -1.116 1.872 4.201 -0.01 0.00 -0.02
H -2.223 1.745 2.826 0.02 -0.02 0.01
H -0.721 2.659 2.668 0.01 -0.01 -0.02
H -0.958 -1.104 4.561 0.01 0.01 -0.02
H -0.523 -2.190 3.235 0.00 0.02 -0.01
H -2.087 -1.369 3.227 0.02 0.03 -0.01
S -1.759 5.533 -0.539 0.12 -0.04 0.01
P 0.034 4.819 -0.062 0.09 0.02 0.04
S -0.288 2.941 -0.674 -0.09 0.09 -0.04
C 1.427 5.583 -0.925 -0.09 -0.07 0.10
C 2.010 4.955 -2.018 -0.01 -0.03 -0.04
C 3.074 5.559 -2.671 0.01 0.02 0.00
C 3.548 6.788 -2.235 -0.01 -0.01 -0.01
C 2.962 7.417 -1.143 0.02 0.04 0.00
C 1.905 6.815 -0.483 -0.01 -0.02 -0.01
C 0.442 4.902 1.695 -0.08 -0.06 -0.13
C -0.490 5.350 2.621 -0.01 0.08 -0.02
C -0.202 5.272 3.976 0.03 0.00 0.04
C 0.999 4.724 4.399 -0.03 0.01 -0.02
C 1.927 4.265 3.472 0.06 0.01 0.00
C 1.657 4.366 2.118 -0.03 -0.07 -0.01
H 1.630 3.995 -2.348 0.03 0.04 0.01
H 3.534 5.067 -3.518 0.00 0.01 0.01
H 4.380 7.257 -2.745 -0.01 0.00 0.01
H 3.333 8.376 -0.806 0.00 -0.01 0.00
H 1.453 7.299 0.375 0.01 0.00 0.01
H -1.438 5.743 2.277 0.00 -0.01 0.01
H -0.927 5.621 4.700 0.01 0.00 0.00
H 1.213 4.645 5.458 0.00 -0.01 0.00
H 2.857 3.821 3.804 -0.01 -0.02 -0.01
H 2.376 3.999 1.393 0.01 0.00 0.01
N -6.192 -3.170 -0.979 -0.06 0.12 0.05
C -4.929 -3.001 -0.496 0.02 -0.26 -0.29
O -4.255 -3.936 -0.117 0.00 0.06 0.13
C -4.402 -1.601 -0.486 -0.02 0.20 0.07
C -5.193 -0.461 -0.562 0.09 -0.04 0.03
C -4.576 0.779 -0.530 -0.12 0.09 -0.04
C -3.201 0.848 -0.427 0.06 0.08 0.02
N -2.434 -0.245 -0.350 -0.04 -0.07 0.00
C -3.029 -1.440 -0.373 0.07 -0.10 -0.04
H -6.514 -4.117 -1.078 0.02 -0.01 0.00
H -6.647 -2.458 -1.522 0.02 -0.03 0.02
H -6.272 -0.525 -0.616 -0.01 -0.01 0.00
H -5.154 1.692 -0.579 0.02 -0.01 0.01
H -2.683 1.799 -0.392 -0.06 -0.05 0.01
H -2.394 -2.313 -0.301 -0.02 0.01 0.01
```
Forces are in eV/Å.


Record 3
Computed, not measured: a structure of composition C28H32CoIN4O2SbSe2, with the ωB97M-V functional and the def2-TZVPD basis.

Computed properties:
F_max (hartree/bohr): 0.014
LUMO energy (spin up / spin down) (eV): -0.34 / -0.35
HOMO-LUMO gap (spin up / spin down) (Eh): 0.20072 / 0.21894
Highest occupied orbital energy (spin up / spin down) (hartree): -0.213 / -0.232
Spin multiplicity: 2
⟨S²⟩: 0.794
Net charge: 0

Geometry as XYZ:
```
71
Properties=species:S:1:pos:R:3:forces:R:3
Co 0.504 0.655 -1.588 0.40 -0.36 0.22
C 2.431 -2.103 -1.650 0.02 -0.01 -0.02
C 2.696 -1.094 -2.728 -0.05 0.00 0.09
C 3.610 -1.339 -3.742 0.02 -0.01 -0.01
C 3.841 -0.366 -4.699 0.01 -0.02 0.00
C 3.180 0.847 -4.609 -0.04 0.06 0.00
C 2.278 1.059 -3.572 0.04 -0.13 0.08
N 2.039 0.071 -2.681 -0.23 0.01 0.07
Sb 1.120 2.857 -3.164 0.06 0.17 -0.24
C -0.575 -0.833 -2.274 0.00 0.52 -0.45
C -0.753 -1.005 -3.658 0.08 -0.08 0.06
C -1.629 -1.960 -4.129 -0.04 -0.06 0.04
C -2.312 -2.755 -3.214 0.05 0.04 -0.07
C -2.076 -2.560 -1.865 -0.01 -0.03 0.15
C -2.772 -3.384 -0.816 -0.02 -0.02 -0.03
N -1.235 -1.617 -1.411 0.04 0.09 0.06
C 2.136 2.952 -1.253 0.00 -0.01 0.05
C 2.854 4.044 -0.775 -0.08 -0.02 -0.05
C 3.535 3.932 0.422 0.02 -0.03 0.05
C 3.541 2.715 1.083 0.06 0.04 -0.01
C 2.815 1.658 0.560 -0.10 -0.19 -0.01
C 2.884 0.293 1.190 0.01 0.03 0.03
N 2.078 1.803 -0.547 -0.40 0.20 -0.20
H 2.426 -3.113 -2.059 0.00 0.00 0.00
H 1.475 -1.919 -1.163 -0.02 0.00 -0.01
H 3.217 -2.054 -0.892 0.00 0.00 -0.01
H 4.124 -2.291 -3.774 0.00 0.00 0.00
H 4.548 -0.550 -5.499 -0.01 0.00 -0.01
H 3.359 1.638 -5.323 0.01 0.00 0.01
H -0.200 -0.377 -4.348 -0.03 0.02 0.01
H -1.791 -2.090 -5.193 0.01 0.00 0.00
H -3.013 -3.512 -3.541 0.00 -0.01 0.00
H -3.383 -4.168 -1.263 0.00 0.01 -0.01
H -3.410 -2.750 -0.197 0.02 0.01 0.00
H -2.041 -3.844 -0.150 0.00 -0.02 -0.02
H 2.872 4.961 -1.347 0.02 0.00 -0.01
H 4.085 4.774 0.826 -0.01 0.01 0.00
H 4.109 2.575 1.995 -0.01 0.01 0.00
H 3.861 -0.153 0.986 0.01 0.01 0.00
H 2.127 -0.378 0.789 -0.03 0.03 -0.01
H 2.779 0.349 2.277 -0.03 0.00 -0.01
O -1.265 0.874 6.215 -0.03 -0.03 -0.04
C -0.665 -0.284 5.655 0.03 0.04 0.01
C -1.138 -0.429 4.205 0.04 0.00 -0.06
C -2.667 -0.666 4.225 0.00 -0.08 0.09
O -3.383 -0.027 3.179 0.07 -0.07 0.54
C -0.366 -1.598 3.592 0.10 0.02 0.07
Se -0.709 -1.749 1.682 -0.10 0.18 -0.16
C -0.774 0.852 3.476 -0.14 0.10 -0.19
Se -0.461 0.705 1.510 0.24 -0.33 0.03
H -0.993 0.962 7.132 0.01 0.01 0.02
H -0.947 -1.186 6.212 -0.01 0.00 0.00
H 0.428 -0.200 5.674 0.00 -0.02 -0.01
H -3.058 -0.328 5.185 0.00 -0.04 0.02
H -2.862 -1.735 4.129 -0.03 0.02 -0.04
H -3.567 0.880 3.442 -0.03 0.06 0.03
H -0.660 -2.545 4.049 -0.01 0.00 0.00
H 0.706 -1.467 3.750 -0.01 0.00 0.05
H 0.235 1.189 3.732 -0.06 0.04 0.09
H -1.445 1.686 3.633 0.00 0.01 -0.03
I -0.591 3.650 1.643 0.04 -0.01 0.00
C -1.898 0.890 0.219 -0.08 0.08 -0.15
C -3.211 0.533 0.418 -0.06 0.18 -0.08
C -4.081 0.745 -0.642 -0.04 -0.01 0.04
C -3.605 1.303 -1.813 0.12 0.08 -0.03
C -2.251 1.577 -1.920 -0.08 0.05 -0.09
N -1.393 1.345 -0.926 0.26 -0.49 0.48
H -3.526 0.116 1.363 0.03 -0.03 -0.34
H -5.125 0.477 -0.543 0.00 0.00 0.00
H -4.255 1.499 -2.653 -0.01 0.01 0.00
H -1.804 1.961 -2.828 0.00 -0.05 -0.01
```
Forces are in eV/Å.


> Among the records above, which one has the lowest ⟨S²⟩?

C28H32AsN4S3V